1.
Molecular formula: C48H35N3O2SSiTeTl
Method: DFT, ωB97M-V/def2-TZVPD

Last column: Mulliken charge in e.
CARTESIAN COORDINATES (ANGSTROEM)
Tl: 0.0269 0.2775 0.0526  0.94
O: 0.5256 6.8580 -3.6285  -0.74
C: 0.9857 5.7942 -4.0828  0.49
O: 1.6773 5.5683 -5.0912  -0.73
C: 0.6941 4.5472 -3.2103  -0.58
C: 1.1889 3.2974 -3.5438  -0.55
C: 0.8990 2.2064 -2.7360  0.53
N: 0.1287 2.3019 -1.6520  -0.06
C: -0.3348 3.5063 -1.3136  0.89
C: -0.0691 4.6461 -2.0593  -0.80
C: -1.1291 3.5860 -0.0525  0.20
C: -1.9952 4.6481 0.2062  -0.96
C: -2.6733 4.6814 1.4104  -0.54
C: -2.4831 3.6575 2.3275  -0.94
C: -1.6212 2.6318 1.9835  -0.13
N: -0.9611 2.6017 0.8290  0.27
C: 1.4557 0.8585 -3.0480  0.52
C: 2.6912 0.7274 -3.6790  -0.93
C: 3.1622 -0.5398 -3.9675  -0.54
C: 2.3902 -1.6402 -3.6272  -0.65
C: 1.1861 -1.4147 -2.9828  -0.30
N: 0.7279 -0.1997 -2.6926  -0.32
H: 1.7796 3.2116 -4.4456  0.69
H: -0.4139 5.6312 -1.7770  0.54
H: -2.1379 5.4252 -0.5301  0.45
H: -3.3497 5.4982 1.6285  0.41
H: -2.9939 3.6444 3.2805  0.47
H: -1.4456 1.7952 2.6529  0.38
H: 3.2749 1.6058 -3.9142  0.44
H: 4.1260 -0.6668 -4.4437  0.41
H: 2.7193 -2.6497 -3.8333  0.42
H: 0.5586 -2.2435 -2.6694  0.57
C: 0.0311 -6.0247 5.7527  -0.51
C: 0.8525 -4.9076 5.7734  -0.65
C: 0.5662 -3.8202 4.9575  -0.43
C: -0.5452 -3.8293 4.1140  0.71
C: -1.3667 -4.9602 4.1142  -0.36
C: -1.0821 -6.0498 4.9219  -0.75
Si: -0.8475 -2.4107 2.9311  -0.86
C: -2.6688 -1.9729 2.9442  0.56
C: -3.2939 -1.3879 1.8397  -0.43
C: -4.6224 -0.9927 1.9009  -0.79
C: -5.3529 -1.1811 3.0667  -0.48
C: -4.7514 -1.7661 4.1715  -0.74
C: -3.4202 -2.1576 4.1081  0.11
C: 0.1699 -0.9451 3.4960  0.97
C: 1.4998 -0.7572 3.1182  -0.23
C: 2.2388 0.3134 3.6041  -0.62
C: 1.6579 1.2090 4.4887  -0.55
C: 0.3382 1.0328 4.8871  -0.60
C: -0.3988 -0.0336 4.3926  -0.67
H: 0.2578 -6.8772 6.3813  0.38
H: 1.7191 -4.8824 6.4226  0.42
H: 1.2178 -2.9536 4.9769  0.33
H: -2.2348 -4.9943 3.4649  0.54
H: -1.7234 -6.9222 4.8987  0.41
H: -2.7316 -1.2319 0.9257  0.25
H: -5.0877 -0.5375 1.0354  0.44
H: -6.3909 -0.8750 3.1125  0.37
H: -5.3169 -1.9183 5.0826  0.39
H: -2.9622 -2.6148 4.9786  0.42
H: 1.9630 -1.4345 2.4081  0.39
H: 3.2542 0.4636 3.2580  0.42
H: 2.2276 2.0545 4.8539  0.37
H: -0.1208 1.7345 5.5731  0.38
H: -1.4348 -0.1479 4.6959  0.35
Te: -0.0631 -3.1785 0.6636  0.51
C: 0.1210 -5.2090 1.2383  -0.18
C: 1.0865 -5.7858 2.0127  -0.14
C: 0.8740 -7.1757 2.2276  -0.71
C: -0.2467 -7.6344 1.6023  -0.44
S: -1.0328 -6.3794 0.7487  -0.18
H: 1.9120 -5.2263 2.4303  0.46
H: 1.5239 -7.8013 2.8231  0.41
H: -0.6333 -8.6411 1.5951  0.41
C: 5.6723 -1.4724 0.3071  -0.69
C: 4.4101 -1.9605 -0.0985  -1.28
C: 3.3241 -1.1320 -0.0911  0.24
C: 3.4113 0.2249 0.3185  0.63
C: 2.2542 1.0676 0.3328  0.28
C: 2.4557 2.3720 0.7189  -0.09
C: 3.7219 2.8736 1.1060  -1.03
C: 4.8162 2.0581 1.1190  -1.05
C: 4.6886 0.7052 0.7173  1.10
C: 5.8037 -0.1719 0.7025  -0.93
H: 6.5331 -2.1303 0.3021  0.40
H: 4.3050 -2.9911 -0.4171  0.47
H: 2.3588 -1.5066 -0.4049  0.07
H: 1.6203 3.0663 0.7422  0.17
H: 3.8193 3.9150 1.3935  0.45
H: 5.7901 2.4297 1.4191  0.34
H: 6.7701 0.2130 1.0114  0.38

Cartesian forces (eV/Å) of the 6 atoms listed first:
Tl 0.147 -0.037 -0.067
O -0.122 -0.020 -0.059
C 0.318 0.098 0.161
O -0.101 -0.034 -0.072
C -0.095 -0.064 -0.035
C -0.006 0.012 -0.028

Computed properties:
maximum force	0.370	eV/A
multiplicity	1
ΔE to the lowest compared entry with this formula, charge and spin	0.7651	eV
E_tot	-3293.20874	Ha
charge	-1



2.
Molecular formula: C48H38N7O2RuS
Method: DFT, ωB97M-V/def2-TZVPD

Last column: Mulliken spin population.
CARTESIAN COORDINATES (ANGSTROEM)
Ru: -0.0086 -0.3360 0.5949  3.92
C: -3.2049 1.1006 4.0821  0.00
C: -3.0807 2.1285 2.9815  0.02
C: -4.0947 3.0725 2.8707  -0.01
C: -4.1040 4.0077 1.8512  0.01
C: -3.1006 3.9558 0.9063  -0.01
C: -2.0656 3.0217 0.9733  -0.02
C: -1.0762 3.0542 -0.1689  0.05
C: -2.0101 2.1253 2.0536  0.07
N: -1.0011 1.1128 2.1936  0.01
C: -0.4349 0.9527 3.3996  0.05
O: -0.3007 1.7616 4.3233  0.02
C: 0.0615 -0.4596 3.6548  0.01
C: 0.4338 -0.8972 4.9073  0.00
C: 0.7601 -2.2427 5.0613  0.01
C: 0.6935 -3.1003 3.9708  0.00
C: 0.3324 -2.5735 2.7450  0.05
N: 0.0363 -1.2856 2.6157  0.06
C: 0.2170 -3.4296 1.4944  0.02
O: 0.4075 -4.6428 1.6151  0.03
N: -0.0870 -2.7191 0.4090  0.19
C: -0.2033 -3.3683 -0.8596  0.00
C: -1.4660 -3.5098 -1.4503  -0.03
C: -2.7399 -3.2803 -0.6696  0.00
C: -1.5525 -3.9238 -2.7798  -0.01
C: -0.4161 -4.2261 -3.5111  0.01
C: 0.8178 -4.1889 -2.8814  -0.01
C: 0.9362 -3.7898 -1.5542  0.02
C: 2.2674 -3.9263 -0.8564  0.00
H: -4.2336 1.0666 4.4439  0.00
H: -2.5515 1.3342 4.9234  0.00
H: -2.9308 0.0990 3.7315  0.00
H: -4.9023 3.0563 3.5970  0.00
H: -4.8948 4.7458 1.7825  0.00
H: -3.1044 4.6554 0.0748  0.00
H: -1.6011 2.9681 -1.1241  0.00
H: -0.3448 2.2633 -0.1075  -0.02
H: -0.5215 3.9951 -0.1791  0.00
H: 0.4459 -0.1865 5.7218  0.00
H: 1.0542 -2.6214 6.0332  0.00
H: 0.9105 -4.1585 4.0276  0.00
H: -2.5308 -3.0758 0.3784  -0.01
H: -3.3680 -4.1719 -0.7241  0.00
H: -3.3198 -2.4477 -1.0774  0.00
H: -2.5333 -4.0117 -3.2398  0.00
H: -0.4940 -4.5274 -4.5495  0.00
H: 1.7122 -4.4898 -3.4210  0.00
H: 3.0974 -3.7528 -1.5464  0.00
H: 2.3622 -4.9377 -0.4546  0.00
H: 2.3554 -3.2501 -0.0099  0.00
C: -4.4356 -0.2225 0.0786  0.00
C: -3.1709 -0.4616 0.6079  0.04
N: -2.0670 -0.3703 -0.1211  0.08
C: -2.1541 -0.0696 -1.4581  0.04
C: -3.4021 0.1501 -2.0683  -0.01
C: -4.5548 0.0843 -1.2527  0.01
C: -3.4490 0.4350 -3.4541  0.04
C: -2.2869 0.5352 -4.1588  -0.02
C: -1.0320 0.3513 -3.5410  0.04
C: -0.9351 0.0151 -2.2080  0.00
N: 0.2332 -0.1809 -1.4636  0.15
C: 1.5225 -0.4201 -1.9426  -0.04
C: 1.9180 -0.5734 -3.2451  0.05
C: 3.2890 -0.6773 -3.6021  -0.02
C: 4.2715 -0.6594 -2.6686  0.04
C: 3.9133 -0.6094 -1.2969  -0.02
C: 4.8659 -0.6829 -0.2596  0.01
C: 4.4636 -0.7226 1.0373  0.00
C: 3.0843 -0.6775 1.3143  0.06
N: 2.1799 -0.5727 0.3831  0.03
C: 2.5585 -0.5247 -0.9345  0.01
H: -5.3053 -0.2998 0.7196  0.00
H: -3.0300 -0.7346 1.6464  0.00
H: -5.5262 0.2808 -1.6948  0.00
H: -4.4090 0.5938 -3.9327  0.00
H: -2.3185 0.7823 -5.2133  0.00
H: -0.1483 0.5443 -4.1239  0.01
H: 1.1805 -0.6565 -4.0244  0.01
H: 3.5487 -0.7684 -4.6502  0.00
H: 5.3168 -0.7385 -2.9465  0.00
H: 5.9219 -0.7210 -0.5135  0.00
H: 5.1730 -0.8026 1.8503  0.00
H: 2.7222 -0.7220 2.3371  0.00
S: 3.3407 3.9525 2.1338  0.00
C: 2.1619 2.6866 2.0414  0.01
N: 1.7849 2.3323 0.8608  0.02
C: 2.4398 3.1099 -0.1031  0.01
C: 2.2373 3.0235 -1.4825  -0.01
C: 2.9485 3.8642 -2.3112  0.00
C: 3.8622 4.7955 -1.7882  0.00
C: 4.0672 4.8971 -0.4284  0.00
C: 3.3418 4.0449 0.4086  0.00
H: 1.7605 2.2572 2.9609  0.00
H: 1.5253 2.3084 -1.8811  0.01
H: 2.7926 3.8150 -3.3814  0.00
H: 4.4088 5.4461 -2.4605  0.00
H: 4.7667 5.6170 -0.0219  0.00

Cartesian forces (eV/Å) of the 6 atoms listed first:
Ru -0.887 -0.177 1.781
C 0.043 0.056 -0.109
C -0.081 -0.119 0.116
C -0.013 -0.093 0.092
C -0.003 0.016 -0.038
C 0.038 -0.014 -0.074

Computed properties:
maximum force	1.998	eV/A
multiplicity	6
E_tot	-2878.83725	Ha
charge	0



3.
Molecular formula: C48H39BN2O4P2S2Sn
Method: DFT, ωB97M-V/def2-TZVPD

Last column: Mulliken charge in e.
CARTESIAN COORDINATES (ANGSTROEM)
Sn: 0.8437 1.4316 0.8388  0.75
C: 2.5090 2.9610 3.1373  -0.72
C: 1.1664 3.3526 3.3690  -0.37
C: 0.6411 3.8723 2.1855  -0.81
C: 1.6577 3.7901 1.1841  -0.88
C: 2.8249 3.2373 1.8061  -0.46
H: 3.1705 2.5082 3.8652  0.40
H: 0.6242 3.2401 4.2987  0.45
H: -0.3556 4.2710 2.0472  0.54
H: 1.6552 4.3319 0.2445  0.68
H: 3.7877 3.1136 1.3259  0.71
C: 0.5984 -3.2028 0.6046  -0.86
P: -0.6438 -1.8844 0.2027  1.51
C: -1.7644 -1.9880 1.6650  0.25
C: -1.6763 -0.9955 2.6403  -0.11
C: -2.5094 -1.0173 3.7534  -0.82
C: -3.4326 -2.0407 3.9138  -0.50
C: -3.5193 -3.0454 2.9566  -0.80
C: -2.6971 -3.0148 1.8375  -0.44
C: -1.6992 -2.6872 -1.0755  -0.07
C: -1.4963 -3.9578 -1.6112  -0.32
C: -2.3112 -4.4393 -2.6346  -0.64
C: -3.3440 -3.6598 -3.1330  -0.46
C: -3.5653 -2.3944 -2.5976  -0.89
C: -2.7476 -1.9123 -1.5868  -0.66
C: 1.7716 -2.6565 1.3671  -0.68
C: 2.4468 -3.1835 2.4613  -0.76
C: 3.5776 -2.3467 2.6919  -1.61
C: 3.4974 -1.3508 1.7300  0.17
C: 4.2469 -0.1267 1.2558  -0.96
P: 3.1899 0.3038 -0.2007  0.29
C: 4.3043 1.6130 -1.0036  0.43
C: 3.7287 2.8107 -1.4341  0.08
C: 4.4967 3.8248 -1.9991  -0.89
C: 5.8672 3.6609 -2.1388  -0.54
C: 6.4577 2.4689 -1.7324  -0.77
C: 5.6813 1.4575 -1.1814  -0.47
C: 3.4826 -0.9484 -1.5120  0.69
C: 2.6658 -0.9172 -2.6413  -0.29
C: 2.8245 -1.8498 -3.6593  -0.53
C: 3.8052 -2.8281 -3.5603  -0.55
C: 4.6244 -2.8650 -2.4375  -0.71
C: 4.4640 -1.9335 -1.4212  -0.46
N: 2.4063 -1.5299 0.9471  0.58
H: 0.9515 -3.5777 -0.3624  0.50
H: 0.1237 -4.0210 1.1467  0.46
H: -0.9636 -0.1865 2.5187  0.20
H: -2.4490 -0.2177 4.4831  0.46
H: -4.0924 -2.0507 4.7744  0.41
H: -4.2337 -3.8531 3.0774  0.44
H: -2.7893 -3.7921 1.0872  0.36
H: -0.7029 -4.5894 -1.2328  0.34
H: -2.1369 -5.4317 -3.0348  0.39
H: -3.9665 -4.0309 -3.9397  0.34
H: -4.3710 -1.7750 -2.9756  0.43
H: -2.9059 -0.9125 -1.1859  0.53
H: 2.1791 -4.0742 3.0167  0.42
H: 4.3356 -2.4672 3.4539  0.45
H: 5.2987 -0.2856 1.0139  0.57
H: 4.1795 0.7179 1.9493  0.48
H: 2.6621 2.9529 -1.3076  0.40
H: 4.0204 4.7446 -2.3236  0.42
H: 6.4737 4.4554 -2.5595  0.36
H: 7.5280 2.3304 -1.8463  0.39
H: 6.1611 0.5270 -0.8942  0.26
H: 1.8867 -0.1645 -2.7121  0.14
H: 2.1736 -1.8170 -4.5257  0.45
H: 3.9200 -3.5627 -4.3492  0.36
H: 5.3842 -3.6333 -2.3467  0.38
H: 5.0838 -1.9938 -0.5327  0.23
O: 0.1688 2.7550 -2.3154  -0.83
B: 0.0874 1.6730 -1.4056  0.54
O: -0.5697 0.6116 -2.0695  0.71
C: -0.8705 1.0413 -3.3318  0.85
C: -1.4947 0.3605 -4.3521  -1.07
C: -1.6610 1.0455 -5.5586  -0.62
C: -1.2096 2.3522 -5.7127  -0.50
C: -0.5730 3.0289 -4.6685  -1.06
C: -0.4184 2.3459 -3.4838  0.58
H: -1.8361 -0.6592 -4.2120  0.49
H: -2.1499 0.5508 -6.3887  0.40
H: -1.3548 2.8581 -6.6601  0.36
H: -0.2146 4.0441 -4.7808  0.47
O: -4.2969 3.5223 5.2558  -0.68
S: -4.7716 3.4687 3.8946  1.16
O: -5.7561 4.4589 3.5254  -0.70
N: -3.5509 3.4245 2.8213  -0.55
C: -3.5495 2.3046 2.1156  -0.38
S: -2.4931 1.9040 0.8711  -0.03
C: -4.6159 1.3252 2.5373  0.13
C: -4.8410 0.0401 2.0742  0.27
C: -5.8612 -0.7033 2.6554  -0.80
C: -6.6459 -0.1725 3.6776  -0.44
C: -6.4227 1.1210 4.1376  -0.69
C: -5.4021 1.8401 3.5490  0.03
H: -4.2160 -0.3668 1.2882  0.53
H: -6.0393 -1.7177 2.3165  0.42
H: -7.4276 -0.7747 4.1249  0.37
H: -7.0198 1.5525 4.9336  0.38

Cartesian forces (eV/Å) of the 6 atoms listed first:
Sn -0.168 0.076 0.176
C -0.163 0.192 0.039
C 0.212 0.032 -0.022
C 0.063 0.064 0.110
C -0.009 -0.016 -0.173
C -0.014 -0.006 0.096

Computed properties:
maximum force	1.084	eV/A
multiplicity	1
E_tot	-3981.35271	Ha
charge	-2